Entry 1:
A structure of composition C24H22N5S3Tl, computed with ωB97M-V with the def2-TZVPD basis set.

## Properties
Highest occupied orbital energy, eV: -6.40
LUMO, eV: -0.40
Net charge: 0
E, eV: -69895.3582

The geometry in XYZ format:
```
55
Properties=species:S:1:pos:R:3:mulliken_charge:R:1
Tl -0.078 0.342 -0.672 0.946
C 4.199 -1.501 -1.071 -0.928
C 4.179 -2.659 -0.315 -0.405
C 2.990 -3.075 0.261 -0.928
C 1.840 -2.316 0.074 0.508
N 1.890 -1.177 -0.620 0.263
C 3.022 -0.781 -1.185 -0.129
C 0.507 -2.735 0.604 0.728
C 0.337 -3.899 1.346 -1.032
C -0.929 -4.220 1.799 -0.879
C -1.989 -3.374 1.524 -1.031
C -1.748 -2.222 0.786 0.563
N -0.530 -1.948 0.328 0.474
C -2.829 -1.246 0.452 0.644
C -4.159 -1.455 0.801 -0.915
C -5.122 -0.556 0.373 -0.390
C -4.745 0.525 -0.405 -0.911
C -3.397 0.690 -0.674 -0.073
N -2.477 -0.160 -0.240 0.148
H 5.101 -1.155 -1.557 0.396
H 5.080 -3.242 -0.176 0.433
H 2.973 -3.979 0.852 0.353
H 2.972 0.148 -1.744 0.444
H 1.170 -4.546 1.574 0.342
H -1.090 -5.125 2.369 0.434
H -2.978 -3.613 1.885 0.345
H -4.452 -2.304 1.400 0.348
H -6.159 -0.707 0.639 0.433
H -5.470 1.228 -0.789 0.397
H -3.030 1.530 -1.256 0.451
C 0.119 2.518 -4.978 -1.736
C -0.028 1.549 -3.815 0.745
S 0.260 2.360 -2.268 -0.296
C -0.340 0.261 -4.018 0.592
C -0.557 -0.317 -5.399 -1.428
S -0.559 -0.978 -2.785 -0.535
H 0.368 3.513 -4.614 0.431
H -0.808 2.595 -5.548 0.339
H 0.915 2.205 -5.657 0.338
H -0.443 0.420 -6.191 0.386
H -1.559 -0.748 -5.458 0.281
H 0.153 -1.129 -5.567 0.278
C 3.235 3.813 4.112 -1.118
C 1.845 3.302 3.881 0.844
C 0.736 3.855 4.510 -0.539
C -0.500 3.352 4.146 -0.219
N -0.644 2.339 3.299 -0.469
C 0.484 1.809 2.815 0.151
S 0.353 0.307 1.902 -0.221
N 1.712 2.287 3.028 -0.490
H 3.254 4.573 4.891 0.341
H 3.616 4.239 3.183 0.268
H 3.894 2.990 4.385 0.290
H 0.834 4.646 5.241 0.328
H -1.417 3.771 4.547 0.409
```

=====

Entry 2:
The molecule C4H4O3, computed with ωB97M-V with the def2-TZVPD basis set.

## Properties
Highest occupied orbital energy, eV: -10.17
LUMO, eV: 0.25
Net charge: 0
SMILES: O=CC1(C=O)CO1
E, eV: -10352.9516

The geometry in XYZ format:
```
11
Properties=species:S:1:pos:R:3:mulliken_charge:R:1
O 0.794 -1.119 1.911 -0.451
C -0.184 -0.775 1.298 -0.152
C -0.110 -0.114 -0.064 1.049
C -1.023 1.051 -0.277 -0.198
O -1.443 1.704 0.647 -0.464
C 1.127 -0.218 -0.846 -0.545
O 0.001 -1.018 -1.159 -0.429
H -1.206 -0.953 1.679 0.327
H -1.282 1.263 -1.334 0.348
H 1.370 0.553 -1.576 0.263
H 1.964 -0.740 -0.385 0.250
```

=====

Entry 3:
The molecule C7H9NO3S, computed with ωB97M-V with the def2-TZVPD basis set.

## Properties
Highest occupied orbital energy, eV: -7.81
LUMO, eV: 0.71
Net charge: 0
E, eV: -25867.3995

The geometry in XYZ format:
```
21
Properties=species:S:1:pos:R:3:mulliken_charge:R:1
C -2.869 -0.784 -1.316 -0.333
C -1.570 -1.347 -1.482 -0.945
C -2.839 -0.076 -0.082 -0.587
C -0.920 -0.855 -0.366 0.710
C 0.875 0.538 1.761 -0.209
C 1.919 1.087 0.906 -0.709
C 1.519 -0.826 -0.721 -0.685
N 0.337 -1.229 0.160 0.060
O 2.453 1.478 -1.671 -0.698
O -1.653 -0.116 0.399 -0.210
O 0.517 -0.924 1.445 -0.391
S 1.329 1.008 -0.867 0.628
H -3.734 -0.900 -1.975 0.382
H -1.131 -1.890 -2.212 0.525
H -3.552 0.661 0.161 0.436
H 1.068 0.455 2.881 0.344
H -0.018 1.249 1.628 0.187
H 2.147 2.197 1.059 0.392
H 2.980 0.669 0.995 0.295
H 2.381 -1.049 -0.122 0.361
H 1.388 -1.324 -1.600 0.447
```

=====

Entry 4:
The molecule C2H8OS2Si, computed with ωB97M-V with the def2-TZVPD basis set.

## Properties
Highest occupied orbital energy (spin up / spin down), eV: -6.69 / -8.92
LUMO (spin up / spin down), eV: 0.42 / -2.51
Net charge: 0
Spin multiplicity: 3
Expectation value of S²: 2.007
E, eV: -33796.1991

The geometry in XYZ format:
```
14
Properties=species:S:1:pos:R:3:mulliken_spin:R:1
C -0.206 -0.679 1.533 0.012
C -1.238 1.475 -0.743 0.014
O 1.618 1.191 0.055 0.247
Si 0.175 0.456 -0.045 0.079
S 3.091 0.274 -0.171 1.661
S 0.083 -1.603 -1.771 -0.003
H -0.897 -0.117 2.295 -0.001
H -0.789 -1.330 1.030 -0.001
H 0.662 -1.140 2.035 -0.002
H -2.187 0.826 -1.013 0.006
H -1.532 2.369 -0.037 0.007
H -0.977 1.744 -1.785 0.001
H 2.466 -0.982 -0.520 -0.021
H -0.270 -2.483 -0.863 0.000
```

=====

Entry 5:
The molecule C5H9NO, computed with ωB97M-V with the def2-TZVPD basis set.

## Properties
Highest occupied orbital energy (spin up / spin down), eV: -7.88 / -7.94
LUMO (spin up / spin down), eV: -0.20 / -0.59
Net charge: 0
E, eV: -8862.1956

The geometry in XYZ format:
```
16
Properties=species:S:1:pos:R:3:mulliken_charge:R:1
C 1.494 0.371 -0.301 -0.617
N 1.682 -0.931 0.253 -0.162
C -0.712 -0.493 0.870 0.031
C -0.074 0.531 -0.548 0.104
C -1.589 -1.438 0.465 -0.795
C -0.471 1.858 -0.557 -0.925
O 0.838 -1.096 1.285 -0.341
H 1.554 -1.679 -0.434 0.281
H 2.049 0.477 -1.232 0.339
H 1.797 1.109 0.440 0.332
H -0.937 0.096 1.749 0.334
H -0.365 -0.029 -1.436 0.268
H -2.530 -1.573 0.977 0.291
H -1.438 -1.987 -0.455 0.259
H -1.189 2.235 -1.271 0.304
H -0.110 2.547 0.195 0.298
```

=====

Entry 6:
A structure of composition C16H31NP2Sr, computed with ωB97M-V with the def2-TZVPD basis set.

## Properties
Highest occupied orbital energy, eV: -6.56
LUMO, eV: -0.81
Net charge: 0
E, eV: -37992.0914

The geometry in XYZ format:
```
51
Properties=species:S:1:pos:R:3:mulliken_charge:R:1
P 0.360 -1.668 -1.109 1.416
P 1.285 1.865 -0.927 0.437
C 0.423 -0.467 -2.472 -1.299
C 1.378 0.734 -2.391 -0.893
H -0.637 -0.158 -2.592 0.284
H 0.722 -1.087 -3.333 0.609
H 2.446 0.468 -2.530 0.450
H 1.103 1.393 -3.233 0.519
C -0.276 2.595 -1.421 -1.507
H -0.603 3.339 -0.694 0.386
H -1.057 1.853 -1.606 0.240
H -0.042 3.095 -2.361 0.549
C 2.462 3.165 -1.423 -1.206
H 2.046 3.687 -2.289 0.385
H 3.462 2.803 -1.692 0.379
H 2.568 3.896 -0.613 0.384
C -0.591 -2.962 -2.063 -1.489
H -0.730 -3.874 -1.459 0.392
H -0.072 -3.213 -3.008 0.502
H -1.593 -2.546 -2.293 0.323
C 2.087 -2.144 -0.953 -1.250
H 2.738 -1.248 -0.935 0.261
H 2.343 -2.692 -1.866 0.449
H 2.195 -2.794 -0.078 0.132
Sr 2.839 0.441 0.844 1.252
C -1.941 1.658 1.759 -0.248
C -2.892 1.635 0.810 -0.688
C -3.111 0.363 0.031 0.536
C -3.465 -0.809 0.937 -0.912
C -2.516 -1.928 0.747 -0.936
C -1.177 -1.727 0.839 -0.646
C -0.504 -0.386 1.265 1.559
C -1.211 0.473 2.347 -1.487
C 2.410 -1.371 2.744 -1.441
H -1.628 2.589 2.254 0.414
H -3.324 2.571 0.414 0.418
H -2.088 0.155 -0.336 -0.741
H -3.727 0.514 -0.893 0.440
H -3.225 -0.570 1.962 0.299
H -4.550 -1.022 0.925 0.476
H -2.957 -2.926 0.780 0.416
H -0.537 -2.612 0.904 1.024
H -0.265 0.289 0.402 -0.364
H 0.499 -0.642 1.645 -0.694
H -1.755 -0.194 3.038 0.418
H -0.372 0.897 2.935 0.431
H 3.408 -1.347 3.213 0.328
H 2.171 -2.414 2.478 0.229
H 1.706 -1.017 3.518 0.283
N 3.080 1.841 4.463 -0.507
C 3.113 1.498 3.316 -0.311
```

=====

What did the fourth record say?
The molecule C2H8OS2Si, computed with ωB97M-V with the def2-TZVPD basis set.

## Properties
Highest occupied orbital energy (spin up / spin down), eV: -6.69 / -8.92
LUMO (spin up / spin down), eV: 0.42 / -2.51
Net charge: 0
Spin multiplicity: 3
Expectation value of S²: 2.007
E, eV: -33796.1991

The geometry in XYZ format:
```
14
Properties=species:S:1:pos:R:3:mulliken_spin:R:1
C -0.206 -0.679 1.533 0.012
C -1.238 1.475 -0.743 0.014
O 1.618 1.191 0.055 0.247
Si 0.175 0.456 -0.045 0.079
S 3.091 0.274 -0.171 1.661
S 0.083 -1.603 -1.771 -0.003
H -0.897 -0.117 2.295 -0.001
H -0.789 -1.330 1.030 -0.001
H 0.662 -1.140 2.035 -0.002
H -2.187 0.826 -1.013 0.006
H -1.532 2.369 -0.037 0.007
H -0.977 1.744 -1.785 0.001
H 2.466 -0.982 -0.520 -0.021
H -0.270 -2.483 -0.863 0.000
```